The following is a DFT calculation (the ωB97M-V functional and the def2-TZVPD basis) of a gas-phase ion, C5H9N2O3 (charge +1) in a non-equilibrium geometry.

Geometry as XYZ:
```
19
Properties=species:S:1:pos:R:3
O 1.53 -2.40 -0.28
O -1.63 -3.29 2.49
O 1.10 -0.38 -2.12
N 0.39 1.11 0.34
N -0.98 -2.83 1.66
C -0.55 -2.28 0.72
C 0.03 -0.78 -1.25
C 0.41 -1.93 -0.27
C -0.01 2.49 0.69
C -0.58 0.47 -0.58
H 0.45 0.55 1.18
H -0.78 1.24 -1.37
H -1.57 0.39 -0.09
H -0.96 2.58 1.09
H 0.64 2.74 1.47
H -0.76 -1.18 -1.88
H 0.18 3.11 -0.13
H 1.30 1.29 0.10
H 1.81 -0.90 -1.78
```

Computed properties:
Energy relative to the best compared isomer or geometry (same formula, charge and spin) (eV): 3.418
SMILES: C[NH2+]C[C@@H](O)C(=O)C#[N+][O-]
Charge: +1
Lowest unoccupied orbital energy (Eh): -0.1582
M (g/mol): 145.14
Kohn-Sham gap (eV): 9.89
Strongest force on any atom (hartree/bohr): 0.0679